# 1
{
  "formula": "C38H40FN6O6Re",
  "method": "the ωB97M-V functional and the def2-TZVPD basis",
  "symbols": ["Re", "C", "O", "C", "C", "C", "C", "C", "C", "N", "C", "N", "C", "C", "C", "C", "C", "C", "O", "C", "N", "C", "C", "C", "C", "C", "C", "O", "C", "H", "H", "H", "H", "H", "H", "H", "H", "H", "H", "H", "H", "H", "H", "H", "H", "H", "H", "H", "H", "H", "H", "C", "C", "N", "C", "C", "C", "O", "O", "C", "O", "C", "C", "C", "F", "C", "C", "C", "N", "C", "C", "N", "C", "C", "H", "H", "H", "H", "H", "H", "H", "H", "H", "H", "H", "H", "H", "H", "H", "H", "H", "H"],
  "positions_angstrom": [[-0.366, 1.300, 0.636], [-0.057, 7.575, 1.257], [1.007, 8.161, 0.521], [1.671, 7.527, -0.473], [2.610, 8.336, -1.119], [3.393, 7.860, -2.146], [3.254, 6.542, -2.585], [2.330, 5.735, -1.967], [1.549, 6.206, -0.902], [0.596, 5.281, -0.326], [0.885, 4.040, 0.032], [2.114, 3.646, 0.274], [2.587, 2.344, 0.582], [1.711, 1.239, 0.703], [2.279, -0.011, 0.984], [3.648, -0.172, 1.095], [4.484, 0.912, 0.960], [3.979, 2.183, 0.723], [4.958, 3.119, 0.661], [4.823, 4.533, 0.790], [-0.123, 3.140, 0.233], [-1.514, 3.453, 0.083], [-2.171, 2.964, -1.065], [-3.515, 3.212, -1.247], [-4.191, 3.976, -0.301], [-3.549, 4.477, 0.826], [-2.212, 4.206, 1.058], [-1.639, 4.759, 2.143], [-0.814, 3.971, 3.021], [-0.351, 8.324, 1.984], [0.255, 6.674, 1.785], [-0.920, 7.372, 0.616], [2.694, 9.358, -0.773], [4.107, 8.520, -2.620], [3.840, 6.166, -3.412], [2.170, 4.726, -2.332], [-0.379, 5.544, -0.304], [2.805, 4.375, 0.158], [1.648, -0.869, 1.132], [4.065, -1.150, 1.297], [5.559, 0.820, 1.054], [5.832, 4.907, 0.926], [4.240, 4.800, 1.674], [4.426, 4.995, -0.120], [-1.594, 2.428, -1.808], [-4.025, 2.842, -2.125], [-5.243, 4.190, -0.442], [-4.081, 5.065, 1.562], [-0.939, 4.398, 4.011], [0.237, 4.026, 2.737], [-1.152, 2.934, 3.034], [-4.823, -4.872, -0.803], [-4.248, -4.667, 0.586], [-3.155, -3.654, 0.585], [-3.460, -2.406, 0.889], [-2.547, -1.363, 0.852], [-3.028, -0.027, 1.251], [-4.173, 0.266, 1.393], [-2.030, 0.869, 1.476], [-1.257, -1.604, 0.417], [-0.351, -0.670, 0.295], [-0.903, -2.950, 0.068], [0.389, -3.277, -0.375], [0.705, -4.569, -0.659], [1.956, -4.859, -1.037], [-0.231, -5.623, -0.546], [-1.507, -5.293, -0.137], [-1.857, -3.975, 0.181], [0.064, -6.973, -0.841], [-0.030, -7.917, 0.273], [-0.245, -9.327, -0.241], [0.872, -9.686, -1.189], [0.951, -8.687, -2.318], [1.166, -7.302, -1.741], [-5.639, -5.592, -0.752], [-4.074, -5.251, -1.500], [-5.223, -3.939, -1.201], [-3.856, -5.586, 1.012], [-4.999, -4.301, 1.282], [-4.482, -2.202, 1.185], [1.145, -2.510, -0.480], [-2.244, -6.082, -0.102], [-0.872, -7.670, 0.914], [0.875, -7.881, 0.898], [-1.168, -9.408, -0.811], [-0.251, -10.053, 0.569], [0.742, -10.632, -1.554], [1.760, -9.691, -0.680], [0.008, -8.755, -2.857], [1.769, -8.981, -2.972], [1.191, -6.605, -2.575], [2.142, -7.255, -1.242]],
  "lowdin_charge": [1.7334, -0.0454, -0.0431, -0.2088, 0.0269, -0.0371, -0.0648, -0.0486, -0.1487, 0.1794, -0.3213, 0.1936, -0.1346, -0.2186, -0.1293, -0.0497, 0.0289, -0.2009, -0.0458, -0.0326, -0.1151, -0.2723, -0.0330, -0.0393, 0.0021, 0.0541, -0.2457, -0.0639, -0.0213, 0.1109, 0.0812, 0.0984, 0.1380, 0.1232, 0.1173, 0.1259, 0.1441, 0.1015, 0.0709, 0.1193, 0.1407, 0.1146, 0.1126, 0.0833, 0.1167, 0.1233, 0.1311, 0.1439, 0.1103, 0.0805, 0.0804, -0.0427, -0.1505, 0.0121, 0.0809, -0.0245, -0.4938, 0.1683, -0.2103, -0.2159, -0.2164, -0.0372, 0.1074, -0.1745, 0.1001, -0.1241, 0.0750, -0.0878, -0.0781, -0.1244, -0.0755, 0.0714, -0.0710, -0.1378, 0.0966, 0.0786, 0.0918, 0.1196, 0.1331, 0.1690, 0.1395, 0.1210, 0.1345, 0.1472, 0.1451, 0.1467, 0.1925, 0.1882, 0.1460, 0.1475, 0.1474, 0.1379],
  "lumo_energy_ev": [-8.93, -8.58],
  "gap_ev": [5.49, 5.83],
  "spin_multiplicity": 2,
  "charge": 3
}

---

# 2
{
  "formula": "C38H41BaN7O2P",
  "method": "the ωB97M-V functional and the def2-TZVPD basis",
  "symbols": ["Ba", "N", "C", "C", "N", "C", "C", "N", "H", "H", "H", "H", "H", "H", "H", "H", "H", "H", "H", "H", "H", "C", "O", "C", "C", "C", "C", "C", "C", "N", "N", "C", "C", "C", "C", "O", "C", "N", "C", "C", "C", "C", "H", "H", "H", "H", "H", "H", "H", "H", "H", "H", "H", "H", "N", "C", "C", "C", "C", "C", "C", "P", "C", "C", "C", "C", "C", "C", "C", "C", "C", "C", "C", "C", "H", "H", "H", "H", "H", "H", "H", "H", "H", "H", "H", "H", "H", "H", "H", "H"],
  "positions_angstrom": [[0.216, 0.198, -0.041], [0.723, 0.375, 2.790], [0.395, -0.909, 3.447], [-0.936, -1.465, 2.954], [-0.967, -1.793, 1.513], [-0.448, -3.130, 1.140], [1.062, -3.215, 0.916], [1.537, -2.182, -0.025], [0.104, 1.098, 3.149], [1.657, 0.667, 3.059], [1.198, -1.616, 3.243], [0.337, -0.805, 4.535], [-1.190, -2.340, 3.563], [-1.705, -0.710, 3.140], [-1.939, -1.775, 1.222], [-0.718, -3.879, 1.893], [-0.942, -3.412, 0.208], [1.606, -3.109, 1.854], [1.270, -4.227, 0.552], [2.536, -2.290, -0.167], [1.098, -2.325, -0.943], [-3.348, -7.844, -1.012], [-3.642, -6.455, -0.998], [-3.722, -5.824, -2.198], [-3.464, -6.425, -3.422], [-3.586, -5.664, -4.584], [-3.908, -4.325, -4.528], [-4.201, -3.736, -3.301], [-4.113, -4.481, -2.146], [-4.030, -3.662, -5.830], [-3.634, -2.508, -6.002], [-2.922, -1.822, -4.917], [-3.421, -0.636, -4.485], [-2.830, 0.047, -3.393], [-1.723, -0.466, -2.770], [-1.160, 0.115, -1.712], [-1.116, -1.662, -3.293], [0.046, -2.108, -2.712], [0.634, -3.151, -3.240], [0.159, -3.840, -4.375], [-1.006, -3.428, -4.940], [-1.702, -2.323, -4.387], [-3.376, -8.168, 0.024], [-2.353, -8.031, -1.424], [-4.094, -8.395, -1.587], [-3.190, -7.467, -3.494], [-3.420, -6.122, -5.552], [-4.509, -2.700, -3.243], [-4.355, -4.051, -1.183], [-4.312, -0.236, -4.954], [-3.256, 0.972, -3.026], [1.553, -3.487, -2.765], [0.722, -4.670, -4.778], [-1.396, -3.920, -5.820], [0.650, 2.595, -1.883], [0.591, 3.941, -1.420], [1.459, 4.879, -1.965], [1.439, 6.192, -1.524], [0.544, 6.587, -0.540], [-0.309, 5.648, 0.014], [-0.296, 4.316, -0.398], [-1.269, 3.026, 0.459], [-1.815, 3.831, 2.001], [-3.046, 4.457, 2.165], [-3.375, 5.054, 3.376], [-2.474, 5.040, 4.430], [-1.235, 4.430, 4.275], [-0.915, 3.826, 3.068], [-2.821, 2.904, -0.509], [-3.090, 3.720, -1.601], [-4.288, 3.595, -2.298], [-5.229, 2.660, -1.901], [-4.967, 1.834, -0.812], [-3.768, 1.951, -0.131], [-0.263, 2.188, -2.079], [1.214, 2.512, -2.719], [2.147, 4.577, -2.746], [2.124, 6.908, -1.960], [0.517, 7.614, -0.203], [-0.990, 5.949, 0.800], [-3.759, 4.476, 1.350], [-4.337, 5.535, 3.491], [-2.734, 5.507, 5.371], [-0.523, 4.426, 5.089], [0.069, 3.384, 2.945], [-2.369, 4.467, -1.911], [-4.487, 4.239, -3.145], [-6.165, 2.567, -2.436], [-5.695, 1.096, -0.501], [-3.578, 1.301, 0.718]],
  "lowdin_charge": [1.8431, -0.1003, -0.2496, -0.2120, -0.1847, -0.2022, -0.2481, -0.1417, 0.0493, 0.0817, 0.0980, 0.1196, 0.1226, 0.1224, 0.1069, 0.1229, 0.1211, 0.0977, 0.1186, 0.0842, -0.0019, -0.0768, -0.0866, -0.2846, -0.0080, -0.0264, -0.2715, -0.0223, 0.0097, 0.0742, 0.0790, -0.2481, -0.0255, 0.0087, -0.3493, -0.6128, -0.1377, 0.0869, -0.1412, -0.0362, 0.0067, -0.1087, 0.0925, 0.0942, 0.0984, 0.1044, 0.1194, 0.1154, 0.1178, 0.1209, 0.0947, 0.1056, 0.1091, 0.1193, 0.0216, -0.3257, -0.0335, -0.0689, -0.0754, -0.0756, -0.3272, 1.0028, -0.3917, -0.0772, -0.0642, -0.0722, -0.0756, -0.1239, -0.3945, -0.0767, -0.0718, -0.0820, -0.0767, -0.1154, 0.0371, 0.0936, 0.1138, 0.1103, 0.1076, 0.1064, 0.1084, 0.1103, 0.1088, 0.1071, 0.0914, 0.1066, 0.1102, 0.1093, 0.1090, 0.1050],
  "lumo_energy_ev": -2.29,
  "gap_ev": 7.18,
  "charge": 1
}

---

# 3
{
  "formula": "C38H41GeNO2PtS2Sb2",
  "method": "the ωB97M-V functional and the def2-TZVPD basis",
  "symbols": ["Pt", "C", "C", "C", "Sb", "C", "C", "C", "C", "C", "C", "C", "C", "C", "C", "C", "C", "Sb", "C", "C", "C", "C", "C", "C", "C", "C", "C", "C", "C", "C", "H", "H", "H", "H", "H", "H", "H", "H", "H", "H", "H", "H", "H", "H", "H", "H", "H", "H", "H", "H", "H", "H", "H", "H", "H", "H", "O", "S", "O", "N", "C", "S", "C", "C", "C", "C", "C", "C", "H", "H", "H", "H", "C", "Ge", "C", "C", "C", "H", "H", "H", "H", "H", "H", "H", "H", "H", "H", "H"],
  "positions_angstrom": [[0.097, -0.218, 0.669], [-3.581, 1.555, -0.224], [-3.650, 0.761, -1.517], [-3.492, -0.737, -1.337], [-1.548, -1.514, -0.898], [-1.969, -3.342, 0.035], [-1.321, -4.523, -0.320], [-1.609, -5.693, 0.368], [-2.528, -5.683, 1.409], [-3.171, -4.505, 1.765], [-2.893, -3.332, 1.079], [-0.730, -1.781, -2.801], [-1.132, -2.881, -3.556], [-0.615, -3.050, -4.834], [0.286, -2.127, -5.349], [0.670, -1.023, -4.598], [0.160, -0.843, -3.320], [-1.627, 1.910, 0.552], [-0.832, 3.308, -0.761], [-1.373, 4.592, -0.786], [-0.886, 5.510, -1.704], [0.126, 5.145, -2.588], [0.657, 3.862, -2.562], [0.177, 2.939, -1.645], [-2.106, 2.945, 2.308], [-3.258, 2.629, 3.026], [-3.579, 3.360, 4.161], [-2.757, 4.401, 4.574], [-1.607, 4.711, 3.858], [-1.277, 3.984, 2.725], [-4.178, 1.074, 0.555], [-3.954, 2.574, -0.335], [-2.889, 1.144, -2.206], [-4.613, 0.939, -1.999], [-3.719, -1.267, -2.263], [-4.145, -1.118, -0.547], [-0.608, -4.542, -1.135], [-1.117, -6.615, 0.087], [-2.749, -6.599, 1.942], [-3.891, -4.500, 2.572], [-3.404, -2.420, 1.367], [-1.835, -3.607, -3.164], [-0.919, -3.902, -5.427], [0.684, -2.265, -6.346], [1.360, -0.294, -5.004], [0.461, 0.028, -2.749], [-2.153, 4.890, -0.093], [-1.293, 6.512, -1.729], [0.502, 5.868, -3.300], [1.444, 3.573, -3.246], [0.590, 1.935, -1.633], [-3.912, 1.818, 2.724], [-4.473, 3.117, 4.719], [-3.013, 4.973, 5.456], [-0.968, 5.524, 4.179], [-0.383, 4.243, 2.164], [2.831, 1.459, -2.731], [3.366, 0.942, -1.506], [3.955, 1.812, -0.542], [2.123, 0.072, -0.730], [2.395, -1.182, -0.751], [1.226, -2.205, 0.054], [3.653, -1.604, -1.370], [4.176, -2.875, -1.530], [5.413, -2.993, -2.153], [6.097, -1.868, -2.603], [5.568, -0.587, -2.449], [4.348, -0.491, -1.821], [3.642, -3.751, -1.182], [5.852, -3.971, -2.291], [7.060, -1.988, -3.082], [6.098, 0.287, -2.802], [1.623, 0.768, 4.960], [1.646, -0.239, 3.294], [0.758, -1.965, 3.553], [3.420, -0.343, 2.513], [0.502, 1.095, 2.196], [2.203, 0.184, 5.678], [0.607, 0.880, 5.338], [2.086, 1.747, 4.850], [1.442, -2.773, 3.296], [-0.152, -2.085, 2.966], [0.489, -2.060, 4.606], [4.009, 0.525, 2.812], [3.391, -0.361, 1.430], [3.929, -1.242, 2.865], [1.069, 1.988, 1.918], [-0.281, 1.381, 2.894]],
  "lowdin_charge": [0.4883, -0.3252, -0.3439, -0.3156, 1.4292, -0.4004, -0.1404, -0.0529, -0.0466, -0.0586, -0.1329, -0.3861, -0.1171, -0.0543, -0.0470, -0.0488, -0.1299, 1.5623, -0.3761, -0.1165, -0.0519, -0.0380, -0.0483, -0.1280, -0.3912, -0.1113, -0.0552, -0.0444, -0.0511, -0.1300, 0.0638, 0.0811, 0.1064, 0.1268, 0.0783, 0.0643, 0.0930, 0.1180, 0.1191, 0.1168, 0.0960, 0.1045, 0.1181, 0.1181, 0.1175, 0.0631, 0.1077, 0.1182, 0.1193, 0.1074, 0.0424, 0.0960, 0.1176, 0.1193, 0.1187, 0.1086, -0.2664, 0.6732, -0.2437, -0.1527, -0.7254, 0.6947, -0.2158, 0.0063, -0.0271, -0.0200, 0.0011, -0.2092, 0.1211, 0.1218, 0.1243, 0.1357, -0.1850, 0.7884, -0.2254, -0.1911, -0.4132, 0.0444, 0.0357, 0.0377, 0.0248, -0.0084, 0.0320, 0.0421, -0.0201, 0.0406, 0.0313, -0.0300],
  "lumo_energy_ev": -7.66,
  "gap_ev": 6.55,
  "charge": 2
}